Record 1
{
  "formula": "C2H3I3O2",
  "method": "wB97M-V/def2-TZVPD",
  "total_charge": 0,
  "max_force_ha_per_bohr": 0.0658,
  "orbital_gap_ev": 8.6,
  "relative_energy_kcal_mol": 10.32,
  "e_homo_ha": -0.3514,
  "smiles": "O=C(I)[C@@H](O)I.I",
  "species": ["O", "C", "I", "C", "O", "I", "H", "H", "I", "H"],
  "positions_angstrom": [[-1.0232, -0.0376, -2.4878], [-0.6804, -0.2293, -1.3497], [0.3137, -2.1208, -0.6373], [-1.0119, 0.6705, -0.2522], [-1.0699, 0.1681, 1.0048], [0.5002, 2.3061, -0.4705], [-1.8757, 1.1701, -0.4339], [-0.6219, -0.7231, 1.1205], [4.3064, 0.6886, 0.1355], [3.5814, -0.8730, 0.1995]],
  "forces_ev_per_a": [[1.1, -0.9, 2.2], [-0.9, -0.7, -3.2], [-0.1, 0.5, -0.6], [2.6, -0.4, 2.1], [0.3, -1.0, 0.7], [-0.2, -0.3, 0.1], [-2.5, 1.5, -0.9], [-0.3, 1.4, -0.5], [-0.7, -1.7, 0.1], [0.8, 1.7, -0.1]],
  "nbo_charge": [-0.46, 0.47, -0.02, -0.06, -0.69, 0.05, 0.22, 0.49, -0.11, 0.11]
}

=====

Record 2
{
  "formula": "C26H26Cl2HgN2P2S2",
  "method": "wB97M-V/def2-TZVPD",
  "total_charge": -1,
  "max_force_ha_per_bohr": 0.0173,
  "orbital_gap_ev": [6.1, 6.6],
  "relative_energy_kcal_mol": 2.91,
  "spin_multiplicity": 2,
  "e_homo_ha": [-0.1305, -0.1637],
  "s2": 0.76,
  "species": ["Hg", "S", "P", "C", "P", "S", "C", "C", "C", "C", "C", "C", "C", "C", "C", "C", "C", "C", "C", "C", "C", "C", "C", "C", "C", "C", "C", "C", "C", "C", "H", "H", "H", "H", "H", "H", "H", "H", "H", "H", "H", "H", "H", "H", "H", "H", "H", "H", "H", "H", "Cl", "C", "Cl", "H", "H", "N", "N", "H", "H", "H", "H"],
  "positions_angstrom": [[-2.2522, -0.3412, -2.2174], [-3.0476, -1.6356, 0.7040], [-1.1796, -0.9563, 0.6605], [-0.8456, 0.1995, -0.5608], [0.5838, 0.6962, -1.3630], [0.2976, 1.5975, -3.1077], [1.8449, -0.6063, -1.6299], [1.4122, -1.8387, -2.1122], [2.3189, -2.8445, -2.3992], [3.6783, -2.6301, -2.2132], [4.1223, -1.3949, -1.7663], [3.2108, -0.3855, -1.4856], [1.3676, 1.8459, -0.1590], [2.1406, 1.4042, 0.9108], [2.5370, 2.2799, 1.9126], [2.1582, 3.6122, 1.8593], [1.3882, 4.0634, 0.7941], [0.9969, 3.1880, -0.2065], [-0.8157, -0.1510, 2.2704], [-0.6567, -0.8966, 3.4371], [-0.4719, -0.2663, 4.6570], [-0.4578, 1.1221, 4.7268], [-0.6355, 1.8697, 3.5730], [-0.8151, 1.2363, 2.3505], [-0.0286, -2.3860, 0.6726], [1.2571, -2.2866, 1.1957], [2.1372, -3.3566, 1.1242], [1.7348, -4.5466, 0.5357], [0.4523, -4.6569, 0.0154], [-0.4215, -3.5823, 0.0803], [0.3516, -2.0062, -2.2598], [1.9636, -3.8000, -2.7644], [4.3877, -3.4221, -2.4192], [5.1828, -1.2115, -1.6416], [3.5710, 0.5854, -1.1712], [2.4376, 0.3648, 0.9701], [3.1311, 1.9151, 2.7416], [2.4517, 4.2938, 2.6480], [1.0922, 5.1042, 0.7414], [0.3953, 3.5319, -1.0399], [-0.6858, -1.9791, 3.3887], [-0.3492, -0.8568, 5.5569], [-0.3114, 1.6160, 5.6796], [-0.6289, 2.9520, 3.6185], [-0.9467, 1.8104, 1.4426], [1.5713, -1.3671, 1.6749], [3.1392, -3.2584, 1.5235], [2.4183, -5.3853, 0.4839], [0.1314, -5.5837, -0.4447], [-1.4285, -3.6603, -0.3129], [-4.3687, 5.1603, -0.9618], [-4.2986, 3.5899, -0.1065], [-2.8520, 2.6628, -0.4562], [-5.1649, 3.0170, -0.4175], [-4.3349, 3.8033, 0.9559], [-5.4703, 0.8984, -4.6855], [-4.4004, 0.0125, -5.0089], [-5.4418, 1.7424, -5.2510], [-5.3444, 1.1719, -3.7180], [-3.5379, 0.5021, -5.2270], [-4.6711, -0.5568, -5.7989]],
  "forces_ev_per_a": [[-0.2, 0.0, -0.1], [0.1, 0.1, 0.0], [0.0, 0.3, 0.4], [0.0, -0.6, -0.6], [0.1, 0.4, 0.4], [0.0, 0.0, 0.1], [0.0, 0.0, -0.1], [0.0, 0.0, 0.0], [0.0, 0.0, 0.0], [0.0, 0.0, 0.0], [0.0, 0.0, 0.0], [0.0, 0.0, 0.0], [0.0, 0.0, 0.0], [0.0, 0.0, 0.0], [0.0, 0.0, 0.0], [0.0, 0.0, 0.0], [0.0, 0.0, 0.0], [0.0, 0.0, -0.1], [-0.1, -0.1, 0.0], [0.0, 0.0, 0.0], [0.0, 0.0, 0.0], [0.0, 0.0, 0.0], [0.0, 0.0, 0.0], [0.0, 0.0, 0.0], [0.0, -0.1, 0.0], [0.0, 0.0, 0.0], [0.0, 0.0, 0.0], [0.0, 0.0, 0.0], [0.0, 0.0, 0.0], [0.0, 0.0, 0.0], [0.0, 0.0, 0.0], [0.0, 0.0, 0.0], [0.0, 0.0, 0.0], [0.0, 0.0, 0.0], [0.0, 0.0, 0.0], [0.0, 0.0, 0.0], [0.0, 0.0, 0.0], [0.0, 0.0, 0.0], [0.0, 0.0, 0.0], [0.0, 0.0, 0.0], [0.0, 0.0, 0.0], [0.0, 0.0, 0.0], [0.0, 0.0, 0.0], [0.0, 0.0, 0.0], [0.0, 0.0, 0.0], [0.0, 0.0, 0.0], [0.0, 0.0, 0.0], [0.0, 0.0, 0.0], [0.0, 0.0, 0.0], [0.0, 0.0, 0.0], [0.0, -0.1, 0.0], [-0.1, 0.1, 0.0], [-0.1, 0.0, 0.0], [0.0, 0.0, 0.0], [0.0, 0.0, 0.0], [0.0, 0.1, -0.1], [0.0, 0.0, -0.1], [0.0, 0.0, 0.1], [0.0, -0.1, 0.0], [0.0, -0.1, 0.0], [0.0, 0.0, 0.0]],
  "lowdin_spin": [0.49, 0.03, 0.04, 0.26, 0.03, 0.03, 0.00, 0.00, 0.00, 0.00, 0.00, 0.00, 0.01, 0.00, 0.00, 0.00, 0.00, 0.00, 0.01, 0.00, 0.00, 0.00, 0.00, 0.00, 0.00, 0.00, 0.00, 0.00, 0.00, 0.00, 0.00, 0.00, 0.00, 0.00, 0.00, 0.00, 0.00, 0.00, 0.00, 0.00, 0.00, 0.00, 0.00, 0.00, 0.00, 0.00, 0.00, 0.00, 0.00, 0.00, 0.00, 0.00, 0.01, 0.00, 0.00, 0.00, 0.05, 0.00, 0.01, 0.01, 0.00]
}

=====

Record 3
{
  "formula": "C30H46Cl6F2O5",
  "method": "wB97M-V/def2-TZVPD",
  "total_charge": -1,
  "max_force_ha_per_bohr": 0.0880,
  "orbital_gap_ev": [2.2, 6.7],
  "relative_energy_kcal_mol": 0.00,
  "spin_multiplicity": 2,
  "e_homo_ha": [0.0000, -0.1687],
  "s2": 0.76,
  "species": ["F", "C", "C", "C", "C", "C", "C", "H", "H", "H", "H", "H", "F", "C", "C", "C", "C", "C", "C", "H", "H", "H", "H", "H", "C", "Cl", "Cl", "H", "H", "C", "Cl", "Cl", "H", "H", "C", "Cl", "Cl", "H", "H", "C", "C", "O", "C", "H", "H", "H", "H", "H", "H", "C", "C", "O", "C", "H", "H", "H", "H", "H", "H", "C", "C", "O", "C", "H", "H", "H", "H", "H", "H", "C", "C", "O", "C", "H", "H", "H", "H", "H", "H", "C", "C", "O", "C", "H", "H", "H", "H", "H", "H"],
  "positions_angstrom": [[-29.4397, -0.0108, 18.8653], [-29.1924, 0.9824, 17.9910], [-29.9155, 1.2500, 16.8879], [-29.6075, 2.3712, 16.1597], [-28.5452, 3.1994, 16.4907], [-27.9015, 2.9794, 17.6927], [-28.1960, 1.8825, 18.4068], [-30.8114, 0.6983, 16.6444], [-30.1710, 2.6922, 15.2960], [-28.3441, 4.0730, 15.8884], [-27.1305, 3.7075, 17.8975], [-27.6325, 1.6829, 19.3063], [-26.2632, -3.5486, 16.6698], [-26.4237, -3.3193, 18.0073], [-26.0790, -4.3303, 18.8607], [-25.9276, -4.1220, 20.2467], [-26.4405, -2.9281, 20.7526], [-26.9406, -1.9604, 19.9196], [-26.9044, -2.1415, 18.5029], [-25.7107, -5.2757, 18.4907], [-25.6491, -4.8998, 20.9424], [-26.3571, -2.7486, 21.8143], [-27.1740, -0.9739, 20.2922], [-27.1812, -1.2824, 17.9098], [-30.3024, -3.1962, 16.8726], [-30.0800, -2.8723, 15.1496], [-32.0167, -3.3545, 17.3295], [-29.7685, -4.0641, 17.2596], [-29.8538, -2.3758, 17.4328], [-27.7830, -6.9831, 14.7593], [-28.8626, -6.4109, 16.0900], [-27.4622, -5.8388, 13.4489], [-26.7912, -7.1560, 15.1770], [-28.2304, -7.9047, 14.3868], [-35.2963, -3.7507, 17.6643], [-35.0832, -3.9949, 15.9028], [-37.0377, -3.8027, 18.0665], [-34.7752, -4.6108, 18.0848], [-34.8503, -2.7781, 17.8722], [-30.7878, -6.9680, 12.9886], [-31.9341, -6.0677, 12.5623], [-32.3535, -6.1091, 11.4150], [-32.5226, -5.1420, 13.5524], [-30.0776, -6.9384, 12.1622], [-31.1379, -7.9665, 13.2505], [-30.2636, -6.5216, 13.8336], [-32.6081, -4.1128, 13.2040], [-31.9449, -5.0385, 14.4709], [-33.4836, -5.5572, 13.8563], [-30.2004, -3.0041, 8.8773], [-30.6253, -2.4728, 10.1966], [-31.1776, -1.3675, 10.3447], [-30.0262, -3.1345, 11.4669], [-29.1149, -3.0036, 8.7783], [-30.5635, -2.3913, 8.0523], [-30.6455, -3.9984, 8.9151], [-30.3323, -2.6890, 12.4134], [-28.9440, -3.0166, 11.4105], [-30.2777, -4.1951, 11.4673], [-28.4730, -0.1620, 13.8526], [-28.9935, 0.9558, 12.9874], [-28.3347, 1.9931, 12.8543], [-30.4007, 0.8424, 12.3694], [-27.4246, -0.0059, 14.1066], [-28.6252, -1.0392, 13.2237], [-28.9832, -0.3646, 14.7942], [-31.0784, 1.5939, 12.7745], [-30.7249, -0.1550, 12.6667], [-30.5002, 0.8231, 11.2842], [-32.7783, -0.6075, 19.8263], [-33.8113, 0.0012, 18.8656], [-34.9717, -0.4977, 18.6800], [-33.4476, 1.3165, 18.2294], [-33.2237, -0.8793, 20.7832], [-31.9411, 0.0787, 19.9545], [-32.4592, -1.5065, 19.2989], [-34.0344, 1.5418, 17.3389], [-32.3847, 1.3760, 17.9954], [-33.5502, 2.1263, 18.9518], [-31.9646, -6.3028, 19.9455], [-30.5622, -6.7457, 19.6398], [-30.3683, -7.8462, 19.2683], [-29.4557, -5.6031, 19.8651], [-32.6592, -7.0808, 19.6287], [-32.2473, -5.4362, 19.3478], [-32.0483, -6.1452, 21.0208], [-28.9424, -5.7919, 20.8079], [-29.8962, -4.6062, 19.8445], [-28.6141, -5.7241, 19.1831]],
  "forces_ev_per_a": [[-0.5, -0.3, -0.6], [1.7, 1.1, 2.1], [-1.6, -0.6, -0.5], [0.8, 1.4, -1.1], [-1.3, -0.1, 0.0], [0.8, 1.4, -1.8], [0.0, -1.6, 1.3], [0.1, -0.4, -0.1], [-0.3, -0.5, -0.1], [0.1, 0.0, -0.1], [0.2, -0.3, 0.8], [-0.2, -0.3, 0.2], [-0.4, 0.2, -0.2], [0.0, -0.5, 0.5], [0.9, -1.8, -0.9], [-0.9, 0.7, 1.3], [0.5, -0.3, 0.3], [-0.1, 0.3, 0.5], [-0.4, 1.3, -0.9], [0.0, -0.1, -0.5], [0.2, -0.2, -0.2], [-0.1, 0.1, 0.3], [-0.2, 0.0, 0.2], [0.1, -0.1, -0.5], [0.6, 0.4, 0.9], [0.0, -0.4, 0.3], [0.2, 0.0, -0.2], [-0.1, -0.2, -0.7], [-0.3, 0.2, -0.2], [0.3, -0.1, 0.7], [0.5, -0.1, -0.7], [-0.4, 0.1, 0.0], [-0.4, -0.1, 0.2], [0.1, 0.3, -0.2], [-0.1, -0.4, -0.9], [-0.1, 0.1, -0.1], [0.7, 0.1, 0.2], [-0.3, 0.4, 0.4], [-0.4, -0.2, 0.4], [0.2, 0.9, 0.0], [0.1, -0.4, -1.2], [0.3, 0.0, 0.6], [0.0, 0.6, 1.3], [-0.1, -0.6, -0.1], [0.1, 0.0, -0.2], [-0.3, -0.2, 0.1], [-0.4, -0.2, -0.4], [0.2, -0.4, 0.0], [-0.3, 0.2, -0.1], [-0.6, -0.1, -0.1], [0.7, 3.8, 2.4], [0.4, -2.4, -0.8], [-0.5, -0.3, -0.9], [0.0, -0.5, 0.3], [-0.4, -0.2, 0.2], [0.4, -0.4, -0.8], [-0.4, 0.2, -0.4], [0.1, -0.2, -0.1], [0.2, -0.1, 0.1], [0.1, -0.2, -0.6], [0.4, 2.8, 0.1], [-0.9, -1.5, -0.1], [0.5, -1.3, 0.7], [0.0, 0.0, -0.3], [0.3, -0.5, 0.2], [-0.4, 0.3, -0.2], [0.2, 0.1, 0.1], [-0.6, 0.1, 0.0], [0.6, 0.3, 0.0], [-0.8, 0.3, -1.0], [-3.6, -0.9, 0.3], [4.1, 1.3, 0.6], [0.4, 0.0, -0.3], [-0.1, 0.0, -0.2], [0.0, -0.2, 0.1], [0.3, -0.1, 0.3], [-0.1, -0.1, 0.2], [0.0, -0.3, -0.2], [-0.4, 0.0, 0.2], [-0.6, -0.3, -0.3], [0.4, 3.7, 0.8], [1.2, -2.3, -0.8], [-0.7, -1.9, -0.3], [0.1, -0.2, 0.3], [0.2, 0.4, 0.4], [-0.2, 0.4, -0.1], [-0.3, 0.2, 0.4], [0.2, -0.1, 0.0], [-0.2, 0.2, -0.5]],
  "lowdin_spin": [0.01, 0.00, 0.00, 0.00, 0.00, 0.00, 0.00, 0.00, 0.00, 0.00, 0.00, 0.00, 0.00, 0.05, 0.18, 0.22, 0.05, 0.18, 0.19, 0.01, 0.02, 0.00, 0.02, 0.02, 0.01, 0.00, 0.01, 0.00, 0.00, 0.00, 0.00, 0.00, 0.00, 0.00, 0.00, 0.00, 0.00, 0.00, 0.00, 0.00, 0.00, 0.00, 0.00, 0.00, 0.00, 0.00, 0.00, 0.00, 0.00, 0.00, 0.00, 0.00, 0.00, 0.00, 0.00, 0.00, 0.00, 0.00, 0.00, 0.00, 0.00, 0.00, 0.00, 0.00, 0.00, 0.00, 0.00, 0.00, 0.00, 0.00, 0.00, 0.00, 0.00, 0.00, 0.00, 0.00, 0.00, 0.00, 0.00, 0.00, 0.00, 0.00, 0.01, 0.00, 0.00, 0.00, 0.00, 0.00, 0.01]
}